1.
ORCA calculation (ωB97M-V with the def2-TZVPD basis set) on C7H15N3Si as an isolated structure.

Values from the calculation:
orbital gap = 10.14 eV
energy relative to the best compared isomer or geometry (same formula, charge and spin) = 167.30 kJ/mol
E_HOMO = -0.341 Eh
LUMO = 0.86 eV
electronic energy = -19847.270 eV

Each line ends with the Löwdin charge.
Atoms and positions in Å:
C: 0.0799 0.3752 0.8051  0.02
C: 1.0248 -0.2546 0.0024  -0.25
C: 3.1789 -0.5643 -1.2360  -0.05
C: 2.9489 -0.6100 1.3123  -0.09
C: -2.7963 1.5752 0.7043  -0.08
C: 2.5255 0.0359 0.0384  -0.37
C: -2.4217 0.0828 0.7747  -0.48
N: 0.3340 -1.0571 -0.8413  0.08
N: -0.9136 -0.9793 -0.6166  -0.08
N: -1.0914 -0.1740 0.4164  -0.18
Si: -3.3568 -1.1190 -0.4474  0.68
H: 0.0945 1.0699 1.5751  0.11
H: 3.1950 -1.5948 -1.0834  0.05
H: 4.1526 -0.2987 -1.4788  0.05
H: 2.4831 -0.3116 -2.0628  0.09
H: 2.9767 -1.6631 1.2624  0.06
H: 2.1422 -0.3731 2.1643  0.12
H: 3.9475 -0.2433 1.5621  0.08
H: -2.5085 1.7693 -0.3608  0.08
H: -3.8780 1.6114 0.6754  0.06
H: -2.3045 2.2949 1.3365  0.06
H: 2.6534 1.1005 0.0225  0.13
H: -2.4874 -0.2968 1.7163  0.07
H: -4.6525 -1.3086 0.4059  -0.06
H: -2.5096 -2.2857 -0.6329  -0.06
H: -3.6074 -0.2091 -1.6290  -0.05

***

2.
ORCA calculation (ωB97M-V with the def2-TZVPD basis set) on an isolated ion of composition C7H15N4O2 and charge +1.

Values from the calculation:
orbital gap = 9.44 eV
energy relative to the best compared isomer or geometry (same formula, charge and spin) = 686.99 kJ/mol
E_HOMO = -0.510 Eh
LUMO = -4.42 eV
SMILES string = CCN1C([N+](=O)[O-])=N[N@H+](CC)[C@H]1C
charge = +1
electronic energy = -17544.846 eV

Each line ends with the Löwdin charge.
Atoms and positions in Å:
C: -1.0388 -1.6851 -2.7954  -0.02
C: 0.0407 -0.6613 -2.4074  -0.17
N: 0.2405 -0.4954 -0.9919  0.00
C: 0.9916 -1.0166 0.0552  -0.18
N: 1.8184 -2.2284 -0.0378  -0.31
O: 1.3734 -3.0032 -0.8698  0.13
O: 2.7741 -2.3970 0.6645  0.17
N: 1.0079 -0.4108 1.1820  0.21
N: 0.0321 0.6838 1.1152  -0.08
C: -0.9571 0.7805 2.2373  -0.14
C: -0.0669 1.0092 3.4998  -0.05
C: -0.4293 0.6552 -0.3705  -0.22
C: 0.0863 2.0065 -0.8865  0.01
H: -0.4510 -2.5422 -2.7933  0.05
H: -1.8003 -1.8023 -1.9725  0.11
H: -1.3796 -1.6408 -3.7409  0.04
H: 0.9760 -0.9715 -2.7592  0.11
H: -0.1033 0.3191 -2.8465  0.12
H: 0.5294 1.6010 1.2476  0.16
H: -1.7540 1.6286 2.0386  0.18
H: -1.4395 -0.1534 2.5033  0.12
H: 0.7736 0.2047 3.5324  0.12
H: 0.5239 1.8954 3.3160  0.08
H: -0.6561 0.9219 4.3184  0.05
H: -1.6472 0.4480 -0.4248  0.22
H: 1.1751 1.8781 -0.9264  0.12
H: -0.2431 2.7244 -0.1107  0.11
H: -0.3768 2.2519 -1.7768  0.06

***

3.
ORCA calculation (ωB97M-V with the def2-TZVPD basis set) on a 2-piece molecular cluster, C7H15N5 overall.

Values from the calculation:
orbital gap = 9.74 eV
energy relative to the best compared isomer or geometry (same formula, charge and spin) = 156.15 kJ/mol
E_HOMO = -0.331 Eh
LUMO = 0.73 eV
SMILES string = Nn1cccn1.C=NNCCC
electronic energy = -14949.606 eV

Each line ends with the Löwdin charge.
Atoms and positions in Å:
N: -1.8393 -1.6546 -0.6834  0.07
N: -3.0562 -1.1071 -0.3360  -0.28
C: -3.7580 -0.2673 -1.1391  -0.08
C: -4.5765 0.4607 -0.2999  -0.09
C: -4.3372 -0.0585 1.0024  -0.16
N: -3.3383 -0.9409 0.9751  0.06
H: -1.1380 -1.5300 0.0612  0.09
H: -1.9604 -2.6619 -0.9013  0.10
H: -3.5811 -0.2628 -2.2059  0.11
H: -5.2306 1.2709 -0.6031  0.09
H: -4.8235 0.1560 1.9445  0.09
C: 3.4456 -2.0884 0.9058  -0.09
N: 3.6520 -1.7609 -0.3024  -0.07
N: 3.2134 -0.5403 -0.8198  -0.08
C: 2.3177 0.2375 0.0568  -0.27
C: 2.0935 1.6395 -0.5206  -0.26
C: 1.3203 2.5186 0.4615  -0.12
H: 2.7631 -1.5951 1.6017  0.05
H: 3.9480 -2.9995 1.2612  0.06
H: 2.7283 -0.7469 -1.6902  0.12
H: 2.8417 0.3976 1.0106  0.11
H: 1.3870 -0.3227 0.2754  0.11
H: 3.0656 2.1174 -0.7429  0.11
H: 1.5361 1.5730 -1.4710  0.11
H: 0.9760 3.4487 -0.0016  0.07
H: 0.4253 1.9879 0.8238  0.07
H: 1.9254 2.7291 1.3372  0.07

***

4.
ORCA calculation (ωB97M-V with the def2-TZVPD basis set) on an isolated ion of composition C7H15N5O2 and charge +2.

Values from the calculation:
orbital gap (alpha / beta) = 9.05 / 9.05 eV
energy relative to the best compared isomer or geometry (same formula, charge and spin) = 45.00 kJ/mol
E_HOMO (alpha / beta) = -0.595 / -0.595 Eh
LUMO (alpha / beta) = -7.14 / -7.14 eV
SMILES string = N[C@@]1(NC=[NH2+])C=CC(CC[NH3+])=[N+]([O-])O1
charge = +2
electronic energy = -19027.798 eV

Each line ends with the Löwdin charge.
Atoms and positions in Å:
N: -2.8491 1.3864 -0.4721  0.16
C: -1.6491 0.7480 -0.3971  -0.53
N: -1.8006 -0.2179 0.8733  0.16
C: -2.9125 -0.8446 1.2160  -0.14
N: -4.0105 -1.0125 0.5505  0.23
C: -1.3339 -0.1614 -1.5473  0.06
C: -0.0588 -0.6042 -1.5825  0.06
C: 0.9602 -0.1085 -0.6064  -0.14
C: 2.1878 -0.8678 -0.4593  -0.11
C: 3.0504 -0.5142 0.6590  -0.17
N: 3.7981 0.7435 0.4020  0.17
N: 0.7800 1.0285 0.0033  -0.16
O: 1.5172 1.6515 0.7840  0.02
O: -0.5356 1.5503 -0.0943  0.09
H: -3.1899 1.7001 0.4106  0.12
H: -2.6792 2.1528 -1.1646  0.17
H: -1.1257 0.0983 1.5648  0.16
H: -2.8161 -1.3703 2.2437  0.20
H: -4.6574 -1.7109 0.9221  0.17
H: -4.0232 -0.6743 -0.3646  0.10
H: -2.0668 -0.3957 -2.3349  0.15
H: 0.2126 -1.3728 -2.2190  0.11
H: 2.9036 -0.7731 -1.2762  0.15
H: 1.9592 -1.9553 -0.5409  0.17
H: 2.5935 -0.2513 1.6375  0.15
H: 3.8336 -1.1981 0.9354  0.14
H: 3.0703 1.4917 0.3049  0.12
H: 4.1318 0.6766 -0.4944  0.11
H: 4.7101 0.8051 1.0463  0.26

***

5.
ORCA calculation (ωB97M-V with the def2-TZVPD basis set) on C7H15N6O2PdS2Si as an isolated structure.

Values from the calculation:
orbital gap = 7.87 eV
energy relative to the best compared isomer or geometry (same formula, charge and spin) = 3.33 kJ/mol
E_HOMO = -0.181 Eh
LUMO = 2.95 eV
charge = -1
electronic energy = -53567.280 eV

Each line ends with the Löwdin charge.
Atoms and positions in Å:
Pd: 0.3369 0.5997 -1.2745  0.53
C: -3.2788 -0.2034 2.6159  0.00
C: -3.4370 0.1093 1.1785  -0.36
N: -4.2707 0.9615 0.6629  0.11
N: -3.9951 0.9216 -0.6751  0.02
C: -2.9847 0.0916 -0.9940  -0.84
S: -2.2027 -0.1761 -2.4449  0.58
N: -2.6681 -0.4554 0.2035  -0.13
N: -1.7268 -1.4727 0.3716  0.11
H: -3.9769 0.4033 3.1863  0.08
H: -2.2629 0.0309 2.9410  0.07
H: -3.4679 -1.2610 2.8051  0.08
H: -4.4387 1.5538 -1.3151  0.14
H: -1.0381 -1.1026 1.0262  0.07
H: -1.2319 -1.5011 -0.5250  0.02
S: -0.1374 2.8139 2.7897  0.46
C: -0.2933 1.9163 1.4485  -0.99
N: -0.4563 1.2176 0.5190  -0.08
C: 3.7940 0.5116 -1.2212  -0.22
Si: 2.2534 -0.1981 -0.4176  0.40
C: 2.4393 0.0432 1.4377  -0.24
C: 2.2236 -2.0544 -0.7326  -0.23
H: 4.6904 0.0624 -0.7814  0.02
H: 3.8436 1.5915 -1.0704  0.03
H: 3.7957 0.3187 -2.2931  0.01
H: 3.4520 -0.2362 1.7464  0.02
H: 1.7352 -0.5848 1.9897  0.02
H: 2.2644 1.0760 1.7419  0.00
H: 3.0830 -2.5369 -0.2553  0.02
H: 2.2591 -2.2510 -1.8044  0.02
H: 1.3190 -2.5199 -0.3323  0.01
O: 1.5136 1.8392 -3.6098  -0.13
N: 1.6390 0.6644 -3.8984  -0.26
O: 1.2250 -0.1730 -3.0190  -0.36

***

6.
ORCA calculation (ωB97M-V with the def2-TZVPD basis set) on C7H15NO as an isolated structure.

Values from the calculation:
orbital gap = 7.02 eV
energy relative to the best compared isomer or geometry (same formula, charge and spin) = 477.49 kJ/mol
E_HOMO = -0.233 Eh
LUMO = 0.69 eV
electronic energy = -11035.726 eV

Each line ends with the Löwdin charge.
Atoms and positions in Å:
C: -0.5786 0.5936 0.2454  -0.43
C: 0.2488 -0.3678 -0.4184  -0.36
C: 1.4116 -0.2492 1.3205  -0.11
C: -1.8879 0.1676 0.8340  -0.19
C: -2.2856 0.2883 -0.6112  -0.05
C: 1.1471 0.0984 -1.5370  -0.04
C: -0.1216 -1.8247 -0.5294  -0.06
N: -0.2414 1.9361 0.4072  0.12
O: 2.2580 0.8728 1.3084  -0.10
H: 2.9101 0.7585 0.6089  0.08
H: 0.6599 2.2270 0.0501  0.08
H: -0.2826 2.2299 1.3740  0.10
H: 1.9523 -1.1926 1.2171  0.08
H: 0.8470 -0.2472 2.2502  0.10
H: -1.9304 -0.8319 1.2525  0.09
H: -2.3089 0.9021 1.5219  0.10
H: -2.6745 -0.5835 -1.1169  0.05
H: -2.6854 1.2332 -0.9494  0.05
H: 1.2795 1.1782 -1.5725  0.07
H: 2.1398 -0.3540 -1.4412  0.09
H: 0.7345 -0.2176 -2.4957  0.09
H: 0.7967 -2.4204 -0.5373  0.09
H: -0.6386 -2.0257 -1.4667  0.09
H: -0.7499 -2.1710 0.2854  0.08

***

Looking at max |F| for the records above, in order, we have 3.283, 4.989, 1.841, 4.411, 0.633, 4.709 eV Å⁻¹.